One molecule with the formula FH3N2OS, computed with wB97M-V/def2-TZVPD.

Structure (XYZ):
```
8
Properties=species:S:1:pos:R:3:nbo_charge:R:1
S 0.52757 0.10864 -0.05976 2.074
F 1.37554 -0.08470 1.21474 -0.464
O 1.36251 -0.16866 -1.18568 -0.887
N -0.90531 1.63729 -0.03710 -0.826
N -0.35520 -1.28669 0.17564 -1.019
H -0.32822 2.48668 -0.16445 0.310
H -0.59827 -1.72813 -0.69366 0.415
H -1.07861 -0.96443 0.75027 0.397
```

Output
- LUMO level (eV) = -0.44
- total charge = 0
- total energy (hartree) = -684.45130
- F_max (eV Å⁻¹) = 3.75
- SMILES = N=[S@@](N)(=O)F
- HOMO energy (eV) = -9.48

***

One molecule with the formula C17H20BrNO5S, computed with wB97M-V/def2-TZVPD.

Structure (XYZ):
```
45
Properties=species:S:1:pos:R:3:nbo_charge:R:1
Br 6.91834 -2.67306 -0.68088 0.059
S -4.33152 -2.68654 0.56876 2.164
O -1.80617 0.23331 -2.87645 -0.625
O -4.38736 -4.11301 0.71355 -0.933
O -4.92826 -1.88856 1.60552 -0.953
O 0.65334 1.58430 -1.10283 -0.510
O 0.45777 3.29867 0.33914 -0.596
N -1.91917 0.10716 -0.63560 -0.428
C 4.96448 -0.64389 -0.25616 -0.227
C -3.04667 1.01159 1.40246 -0.636
C 4.42898 0.50720 0.32861 0.004
C -4.15522 -0.83091 -1.16818 -0.436
C 3.11616 0.94875 -0.10349 -0.133
C 6.21074 -1.09813 0.12768 -0.075
C 6.42956 0.70985 1.66578 -0.194
C -1.73767 0.67481 0.68820 -0.220
C -4.93533 -2.11589 -1.04696 -0.649
C 2.42315 1.98559 0.38343 -0.305
C -2.67583 -1.13371 -0.82387 -0.053
C -1.50025 0.68222 -1.78703 0.660
C 1.09707 2.37508 -0.10888 0.761
C -0.59025 1.90995 -1.71293 -0.175
C 5.18345 1.17760 1.29594 -0.198
C 6.95674 -0.43335 1.08716 -0.225
C -2.60658 -2.12479 0.32862 -0.678
H -2.01449 -3.00304 0.09436 0.254
H -2.23648 -1.59591 -1.71760 0.247
H -4.66218 -2.86282 -1.78548 0.238
H -0.38503 2.20582 -2.74686 0.222
H 7.00303 1.23716 2.41278 0.222
H 4.79539 2.07124 1.75694 0.213
H -3.63119 1.70662 0.80394 0.209
H -6.00938 -1.97537 -1.01207 0.258
H 2.78870 2.61790 1.17809 0.221
H -2.80778 1.49913 2.34444 0.224
H -2.28180 -1.70505 1.27174 0.252
H -4.56281 -0.10942 -0.46149 0.226
H -1.17106 1.59722 0.59890 0.229
H -3.64954 0.13378 1.62061 0.231
H -4.19610 -0.40525 -2.17098 0.251
H -1.13730 -0.00965 1.29842 0.189
H 4.40267 -1.17875 -1.00731 0.226
H 7.92919 -0.80174 1.37406 0.232
H 2.66822 0.36665 -0.89845 0.224
H -1.06156 2.74726 -1.18561 0.229
```

Output
- LUMO level (eV) = -0.61
- total charge = 0
- total energy (hartree) = -4062.95676
- F_max (eV Å⁻¹) = 0.82
- SMILES = CCN(C(=O)COC(=O)/C=C/c1cccc(Br)c1)[C@@H]1CCS(=O)(=O)C1
- HOMO energy (eV) = -9.34

***

An isolated ion of composition C18H28NO and charge +1, computed with wB97M-V/def2-TZVPD.

Structure (XYZ):
```
48
Properties=species:S:1:pos:R:3:nbo_charge:R:1
O 2.27257 0.35776 1.74306 -0.507
N -2.11222 1.28368 0.28429 -0.488
C 0.97959 2.24224 1.36227 0.100
C -0.04353 2.38784 0.75116 -0.110
C 2.19809 1.74721 1.97874 -0.151
C -6.22790 -1.41099 -0.61130 -0.602
C 1.03691 -3.59620 1.13396 -0.608
C 2.29439 -0.08139 0.43133 0.369
C 1.73398 -1.81454 -1.11314 -0.189
C -4.14315 -0.06897 -0.15900 -0.418
C 1.07023 -2.08383 1.33039 -0.227
C -5.44431 -0.15287 -0.96199 -0.390
C 2.86347 0.15699 -1.90431 0.018
C 1.71988 -1.33614 0.18749 -0.097
C -1.30082 2.51818 0.04473 -0.277
C 3.50427 0.94325 -3.00461 -0.633
C 2.84973 0.65168 -0.60582 -0.314
C 2.29500 -1.08431 -2.14611 -0.233
C -0.35059 -1.53766 1.53554 -0.605
C -3.36820 1.19664 -0.50385 -0.221
H 2.15370 1.86040 3.06618 0.240
H 1.30174 -2.77786 -1.33098 0.218
H 3.07143 2.29468 1.60271 0.218
H -4.38551 -0.07979 0.90609 0.211
H 2.29578 -1.48774 -3.14729 0.218
H -2.34026 1.22935 1.28580 0.439
H -6.05642 0.72580 -0.75300 0.206
H -3.53595 -0.95002 -0.37764 0.214
H -0.84830 -2.07708 2.33743 0.224
H -1.11821 2.61305 -1.02943 0.253
H -5.64545 -2.30216 -0.83077 0.209
H -7.14521 -1.45268 -1.19034 0.230
H 3.29694 1.61618 -0.41936 0.213
H -0.93256 -1.66799 0.62102 0.180
H 0.71874 -4.07879 2.05491 0.220
H 1.64673 -1.86609 2.23353 0.227
H -6.49024 -1.42064 0.44357 0.209
H -0.30356 -0.48283 1.80510 0.192
H 4.56830 0.71145 -3.04895 0.233
H 3.06860 0.69168 -3.96818 0.222
H 3.40323 2.01297 -2.83539 0.216
H 2.02521 -3.96756 0.87785 0.225
H -5.21285 -0.15410 -2.02817 0.207
H -1.51843 0.46185 0.08523 0.456
H 0.34064 -3.88146 0.34861 0.198
H -3.97331 2.07987 -0.28761 0.225
H -1.86160 3.39041 0.39068 0.254
H -3.11062 1.20504 -1.56497 0.227
```

Output
- LUMO level (eV) = -2.84
- total charge = +1
- total energy (hartree) = -832.37809
- F_max (eV Å⁻¹) = 0.86
- SMILES = CCCC[NH2+]CC#CCOc1cc(C)ccc1C(C)C
- HOMO energy (eV) = -11.08